[1]
Computed, not measured: C28H45FN7SiW as an isolated structure, with ωB97M-V with the def2-TZVPD basis set.

```
! wB97M-V def2-TZVPD RIJCOSX def2/J DEFGRID3
* xyz 3 1
W -0.004 0.116 0.082
Si -3.111 0.065 -1.874
F 0.184 -0.971 -3.335
N -1.326 0.233 -1.321
N -1.297 1.295 1.345
N -1.608 -1.116 1.069
N 0.339 -2.004 -0.560
N 0.824 1.857 0.110
N 0.983 0.509 1.883
N 2.140 -0.150 -0.622
C -3.824 -1.272 2.153
C -0.281 3.100 -3.481
C -2.585 2.922 3.072
C 0.538 1.050 -4.466
C -2.481 0.901 1.809
C 1.837 2.969 2.159
C 0.367 2.425 -4.521
C 1.518 -1.537 3.014
C -3.188 1.726 2.665
C 2.158 0.595 4.079
C -3.657 -1.691 -1.611
C -1.477 -2.579 1.043
C -4.094 1.308 -0.902
C -0.618 2.289 1.907
C 1.964 2.277 -0.700
C 1.077 -0.094 3.239
C 0.055 0.380 -3.366
C 1.743 -2.506 -0.477
C -0.734 -2.990 -0.212
C 2.569 -1.450 -1.186
C -3.164 0.404 -3.682
C -0.593 1.009 -2.295
C 2.643 1.046 -1.334
C 0.847 1.971 1.612
C -0.753 2.402 -2.393
C -0.237 -0.085 4.029
C -2.650 -0.550 1.592
C -1.254 3.184 2.748
H 1.526 -2.089 3.954
H -2.444 -3.080 1.070
H -4.153 1.444 3.059
H -0.654 0.917 4.137
H 1.015 0.504 -5.269
H 2.373 -1.448 -2.258
H -0.045 -0.457 5.035
H -4.222 -2.015 1.463
H -4.616 0.878 -0.045
H -2.916 1.431 -3.951
H -4.716 -1.727 -1.884
H 2.033 -2.626 0.564
H 2.393 0.950 -2.387
H 0.831 -2.054 2.338
H -1.423 -3.013 -1.052
H -0.302 -3.983 -0.099
H -2.545 -0.276 -4.268
H -4.863 1.718 -1.562
H -3.123 3.595 3.727
H 1.727 3.907 1.611
H 3.637 -1.610 -1.034
H 2.864 2.622 2.077
H -3.524 -1.806 3.061
H 2.488 -0.099 0.339
H 0.729 2.972 -5.381
H 3.079 0.733 3.513
H 2.528 -1.573 2.600
H -3.154 -2.380 -2.291
H 2.669 2.838 -0.091
H 3.729 1.105 -1.247
H -1.267 2.918 -1.590
H -3.587 -2.056 -0.590
H -3.485 2.145 -0.562
H 2.386 -0.040 4.935
H 1.819 -3.471 -0.980
H -0.423 4.170 -3.546
H -0.938 -2.875 1.946
H -4.628 -0.588 2.408
H 1.615 2.941 -1.490
H 1.829 1.552 4.478
H 1.640 3.171 3.209
H -0.726 4.023 3.181
H 0.209 -1.825 -1.559
H -0.984 -0.742 3.583
H -4.201 0.235 -3.988
*
```

Calculated values
Kohn-Sham gap in Eh: 0.2522
E_tot in hartree: -1932.83118
Highest occupied orbital energy in eV: -17.3870
LUMO energy in eV: -10.524

[2]
Computed, not measured: C28H45N7 as an isolated structure in a non-equilibrium geometry, with ωB97M-V with the def2-TZVPD basis set.

```
! wB97M-V def2-TZVPD RIJCOSX def2/J DEFGRID3
* xyz 0 1
N -24.777 -26.853 15.249
N -23.803 -30.516 21.225
N -20.472 -25.583 16.261
N -22.910 -26.470 20.587
N -27.119 -31.142 15.988
N -23.536 -27.725 23.032
N -26.752 -27.663 19.425
C -22.442 -27.496 22.682
C -21.616 -25.507 15.548
C -21.025 -27.167 22.264
C -20.761 -26.321 17.369
C -22.364 -32.099 21.692
C -22.378 -31.198 22.818
C -23.508 -25.615 20.125
C -24.479 -30.159 16.292
C -22.051 -29.008 18.994
C -23.212 -31.618 20.714
C -21.959 -26.837 17.233
C -23.569 -29.202 19.085
C -28.393 -28.018 16.699
C -23.648 -29.176 15.433
C -23.786 -31.389 16.943
C -20.574 -28.003 21.026
C -25.761 -24.777 19.514
C -24.196 -27.822 19.404
C -22.583 -26.167 16.186
C -26.598 -23.716 18.722
C -27.430 -27.862 17.912
C -24.269 -24.449 19.613
C -20.662 -29.481 21.382
C -24.333 -27.903 15.290
C -23.119 -30.076 22.318
C -27.325 -30.033 15.743
C -25.621 -27.743 19.392
C -27.629 -28.654 15.550
H -23.693 -32.081 16.106
H -19.521 -27.759 20.884
H -26.684 -28.649 18.016
H -26.973 -26.888 18.090
H -21.468 -25.041 14.585
H -26.645 -28.196 15.446
H -21.204 -27.773 20.167
H -27.978 -27.869 18.854
H -26.071 -25.754 19.144
H -23.918 -24.091 18.644
H -21.613 -29.239 18.023
H -23.962 -27.541 20.431
H -28.214 -28.591 14.633
H -23.873 -29.870 19.891
H -21.680 -29.863 21.458
H -29.194 -27.303 16.507
H -22.660 -28.959 15.839
H -21.481 -29.523 19.767
H -22.034 -31.393 23.823
H -26.683 -22.672 19.024
H -24.128 -23.652 20.343
H -19.990 -29.722 22.206
H -21.804 -33.021 21.748
H -24.635 -30.132 20.800
H -28.921 -28.919 17.011
H -27.623 -24.075 18.630
H -24.353 -31.928 17.701
H -20.161 -30.040 20.591
H -24.892 -29.540 17.089
H -23.621 -26.213 15.891
H -20.929 -26.122 21.969
H -26.354 -24.756 20.429
H -20.014 -26.488 18.131
H -26.246 -23.661 17.692
H -22.396 -27.509 17.957
H -19.530 -25.303 16.026
H -24.014 -27.091 18.617
H -23.417 -31.899 19.691
H -24.002 -29.552 18.148
H -21.815 -27.987 19.294
H -20.339 -27.156 23.111
H -25.281 -30.624 15.718
H -23.449 -29.208 22.869
H -23.511 -29.485 14.396
H -22.881 -31.066 17.458
*
```

Calculated values
Kohn-Sham gap in Eh: 0.2927
Energy above the lowest of the compared OMol25 structures with the same formula, charge and spin in kcal per mole: 445.1
E_tot in hartree: -1476.35768
Highest occupied orbital energy in eV: -7.3965
LUMO energy in eV: 0.568

[3]
Computed, not measured: a 13-piece molecular cluster, C28H46BN16O2 overall, with ωB97M-V with the def2-TZVPD basis set.

```
! wB97M-V def2-TZVPD RIJCOSX def2/J DEFGRID3
* xyz 1 1
O -5.805 1.957 0.535
O -3.825 0.647 0.969
N 4.885 6.161 0.262
N -0.265 3.381 1.525
N 10.197 -5.666 -2.100
N 0.974 1.659 0.446
N -11.455 -2.910 -0.821
N 3.911 1.377 -0.090
N 7.440 -8.088 1.515
N -7.916 0.162 1.266
N 1.469 6.183 6.140
N -0.041 1.159 -3.290
N 4.596 -3.469 1.320
N 8.528 -1.489 -0.435
N -6.499 -4.489 -3.113
N -1.979 5.935 -1.966
N -1.305 2.125 0.023
N -2.213 3.015 0.520
C 4.634 0.484 -0.056
C 8.627 -1.999 -1.459
C 1.561 5.595 5.161
C -13.346 -1.335 0.028
C 2.734 4.734 -0.069
C 9.567 -5.797 0.422
C -6.801 -4.583 -2.011
C -7.172 -4.704 -0.608
C 5.401 -6.712 2.367
C -1.192 6.509 -1.358
C 1.677 4.845 3.917
C 8.752 -2.645 -2.757
C -0.129 2.349 0.651
C -12.282 -2.208 -0.446
C 1.077 0.522 -0.453
C -8.822 -0.892 -0.930
C 3.539 -3.869 1.119
C -1.541 3.720 1.411
C -3.617 3.088 0.130
C 3.941 5.526 0.117
C -8.316 -0.302 0.296
C 9.913 -5.725 -0.990
C 5.608 -0.595 -0.012
C 6.542 -7.481 1.891
C -0.210 7.252 -0.583
C -1.766 2.862 -4.240
C -0.808 1.905 -3.708
C 2.204 -4.394 0.862
B -4.473 1.818 0.603
H 8.503 -5.977 0.535
H 6.337 -0.452 -0.803
H 0.003 6.724 0.345
H 2.127 5.169 -0.862
H 5.738 -5.767 2.788
H -9.195 -0.109 -1.588
H 2.153 4.707 0.853
H 4.723 -6.509 1.542
H 9.691 -3.193 -2.810
H -1.565 1.451 -0.679
H 1.793 1.926 0.973
H -2.041 4.495 1.979
H -3.818 0.440 1.910
H -8.256 -4.705 -0.508
H -2.541 2.345 -4.802
H 8.721 -1.899 -3.550
H 1.769 0.742 -1.259
H 7.934 -3.349 -2.895
H 0.712 7.361 -1.152
H 6.126 -0.587 0.944
H -2.218 3.413 -3.415
H -3.697 3.215 -0.952
H 9.833 -4.860 0.910
H 1.431 -0.336 0.123
H -8.016 -1.423 -1.437
H 2.461 4.094 4.008
H 3.005 3.715 -0.348
H -13.954 -1.862 0.761
H 1.464 -3.796 1.390
H -6.762 -3.860 -0.055
H 5.117 -1.555 -0.139
H -6.305 1.321 1.084
H 1.929 5.523 3.104
H 10.109 -6.616 0.892
H -12.919 -0.448 0.492
H 0.736 4.351 3.692
H 1.996 -4.367 -0.206
H -1.261 3.570 -4.893
H -0.595 8.245 -0.356
H -6.774 -5.628 -0.192
H 2.138 -5.424 1.209
H 0.121 0.245 -0.887
H -9.622 -1.599 -0.706
H -13.975 -1.035 -0.807
H -4.026 3.968 0.629
H 4.876 -7.279 3.135
*
```

Calculated values
Kohn-Sham gap in Eh: 0.3679
Energy above the lowest of the compared OMol25 structures with the same formula, charge and spin in kcal per mole: 5.8
E_tot in hartree: -2145.74084
Highest occupied orbital energy in eV: -12.5239
LUMO energy in eV: -2.513

[4]
Computed, not measured: C28H46BrN3P2PtS as an isolated structure in a non-equilibrium geometry, with ωB97M-V with the def2-TZVPD basis set.

```
! wB97M-V def2-TZVPD RIJCOSX def2/J DEFGRID3
* xyz 4 5
Pt -0.077 0.050 -0.389
Br 1.914 6.340 0.673
S -1.378 0.450 1.765
P 2.140 -0.405 -0.285
P -0.902 -2.062 -0.197
N 0.633 0.806 3.605
N -0.764 -0.788 4.133
N -5.238 3.105 -3.904
C 0.962 3.100 -1.665
C 1.040 4.931 -0.077
C -0.041 -2.565 -2.835
C 2.269 -1.562 1.163
C -4.402 2.684 -1.687
C -0.805 -2.913 1.432
C -3.360 1.846 -2.196
C -1.169 -4.394 1.358
C -0.255 4.635 0.364
C -0.889 3.500 -0.142
C 1.645 4.176 -1.098
C 2.866 -0.975 -1.940
C 2.976 1.188 0.128
C -2.642 -2.265 -0.740
C -3.319 1.661 -3.613
C -0.948 1.430 -1.589
C 0.947 0.515 5.005
C -0.078 -3.139 -1.422
C -0.459 0.122 3.181
C 4.243 -1.576 -2.223
C -3.760 -1.868 0.229
C -0.018 -0.610 5.371
C -5.281 3.307 -2.582
C 4.458 1.580 -0.021
C -4.309 2.278 -4.392
C -2.369 1.336 -1.283
C -0.274 2.722 -1.115
C 3.457 -1.823 2.086
H 5.093 -0.925 -2.011
H 4.398 -2.542 -1.739
H 1.376 2.508 -2.495
H -1.462 -2.372 2.125
H -2.251 -4.533 1.224
H -0.620 -4.102 -1.419
H 0.938 -3.280 -1.015
H 3.113 -2.596 2.793
H -3.537 -2.184 1.260
H -0.862 -4.896 2.289
H -2.709 -1.660 -1.652
H 0.792 1.414 5.619
H -4.673 -2.378 -0.123
H 4.773 1.569 -1.075
H 2.147 -1.700 -2.363
H -1.599 -1.356 4.088
H 4.344 -2.224 1.585
H 0.198 -2.793 1.859
H -2.724 -3.328 -1.039
H -0.705 -0.330 6.188
H -6.038 4.003 -2.208
H -0.744 5.209 1.148
H -0.644 1.104 -2.607
H 0.876 -2.895 -3.325
H 4.258 -1.763 -3.305
H -4.489 2.911 -0.619
H -0.652 -4.893 0.529
H -1.852 3.180 0.258
H 2.677 4.362 -1.377
H 0.518 -1.528 5.649
H 0.940 1.664 3.145
H -2.659 1.172 -0.244
H -2.558 1.029 -4.080
H 1.464 -1.227 1.840
H 4.477 2.639 0.287
H 1.999 0.223 5.121
H 1.962 -2.540 0.769
H 2.696 1.378 1.174
H 2.435 1.928 -0.488
H 2.771 -0.078 -2.578
H -3.942 -0.782 0.207
H -0.041 -1.469 -2.902
H -0.886 -2.937 -3.427
H 5.190 1.049 0.613
H -4.331 2.109 -5.471
H 3.733 -0.955 2.697
*
```

Calculated values
⟨S²⟩: 6.089
Kohn-Sham gap (alpha / beta) in Eh: 0.1864 / 0.1694
Energy above the lowest of the compared OMol25 structures with the same formula, charge and spin in kcal per mole: 40.2
E_tot in hartree: -5031.37612
Highest occupied orbital energy (alpha / beta) in eV: -18.3121 / -19.0056
LUMO energy (alpha / beta) in eV: -13.241 / -14.397

[5]
Computed, not measured: C28H47BrHgNO3P3 as an isolated structure in a non-equilibrium geometry, with ωB97M-V with the def2-TZVPD basis set.

```
! wB97M-V def2-TZVPD RIJCOSX def2/J DEFGRID3
* xyz 2 1
Hg -0.680 -0.954 0.515
Br -6.037 0.966 2.022
P 1.942 -0.810 -0.431
P -1.729 -1.834 -1.630
P -0.214 -0.679 2.958
O 1.244 -0.182 3.460
O -0.512 -2.009 3.779
O -1.297 0.279 3.632
N 3.575 3.943 -2.886
C -3.480 1.232 0.834
C -1.473 3.763 -0.942
C -3.775 3.905 0.021
C -4.268 -3.208 -1.569
C 0.979 3.766 -1.914
C -4.818 3.263 0.699
C -1.201 1.710 3.429
C 3.995 -2.760 -1.142
C 2.587 3.586 -3.708
C 2.036 4.185 -1.080
C 4.466 0.196 0.523
C 3.503 0.210 -2.670
C -2.462 1.874 0.143
C -0.344 3.660 -1.393
C -1.179 -3.926 -3.494
C -2.592 3.214 -0.264
C 0.089 -3.257 3.369
C 1.267 3.454 -3.257
C -2.593 -0.500 -2.522
C 2.952 0.377 0.546
C -2.896 -3.046 -0.933
C 1.742 -0.493 4.789
C -0.638 -2.660 -2.835
C 2.782 -2.447 -0.272
C 3.323 4.284 -1.621
C -3.088 -0.811 -3.932
C 2.135 -0.271 -2.189
C -4.662 1.928 1.094
H 3.459 0.343 -3.760
H 4.865 -2.135 -0.904
H 2.581 0.311 1.583
H -3.434 -0.196 -1.884
H 2.088 -1.528 4.850
H -4.815 -2.264 -1.667
H 2.841 3.373 -4.755
H 3.781 -2.690 -2.215
H 2.688 1.380 0.175
H 0.312 -2.871 -2.314
H -4.866 -3.855 -0.918
H 4.162 4.628 -1.002
H 3.771 1.189 -2.251
H -5.742 3.787 0.921
H -2.276 -1.039 -4.630
H -2.229 2.094 3.420
H 1.865 4.413 -0.032
H -4.223 -3.702 -2.545
H -3.373 0.206 1.174
H -2.364 -4.007 -0.934
H -3.862 4.943 -0.294
H 0.996 -0.324 5.579
H -0.634 2.140 4.267
H 4.786 -0.764 0.944
H 4.913 0.983 1.142
H -1.532 1.345 -0.089
H 2.599 0.156 4.958
H -0.411 -1.913 -3.610
H -1.467 -4.698 -2.773
H 4.900 0.308 -0.478
H -0.713 1.970 2.471
H 1.405 0.546 -2.321
H -0.393 -3.612 2.448
H -3.817 -1.629 -3.956
H 4.311 -0.506 -2.471
H -0.077 -3.959 4.188
H 4.293 -3.797 -0.944
H -2.032 -3.722 -4.154
H 0.492 3.106 -3.935
H 3.054 -2.546 0.791
H 1.171 -3.162 3.206
H -1.898 0.355 -2.548
H -3.598 0.077 -4.321
H 1.997 -3.198 -0.465
H -3.025 -2.770 0.126
H 1.787 -1.108 -2.818
H -0.392 -4.357 -4.122
*
```

Calculated values
Kohn-Sham gap in Eh: 0.2592
E_tot in hartree: -5126.55720
Highest occupied orbital energy in eV: -13.3648
LUMO energy in eV: -6.311